{
  "formula": "C54H48BrClNO8P3PbS",
  "method": "ωB97M-V/def2-TZVPD",
  "charge": 2,
  "multiplicity": 1,
  "symbols": ["Pb", "O", "Cl", "O", "O", "O", "C", "S", "C", "C", "C", "N", "P", "C", "C", "C", "C", "C", "C", "C", "C", "C", "C", "C", "C", "P", "C", "C", "C", "C", "C", "C", "C", "C", "C", "C", "C", "C", "H", "H", "H", "H", "H", "H", "H", "H", "H", "H", "H", "H", "H", "H", "H", "H", "H", "H", "H", "H", "H", "H", "H", "H", "H", "H", "H", "H", "H", "O", "C", "Br", "C", "C", "C", "C", "C", "C", "C", "O", "O", "H", "H", "H", "H", "O", "P", "C", "C", "C", "C", "C", "C", "C", "C", "C", "C", "C", "C", "C", "C", "C", "C", "C", "C", "H", "H", "H", "H", "H", "H", "H", "H", "H", "H", "H", "H", "H", "H", "H"],
  "xyz": [[0.043, 0.702, -1.977], [2.318, -2.780, -1.770], [2.730, -1.547, -1.164], [4.141, -1.460, -0.965], [2.016, -1.345, 0.096], [2.301, -0.417, -2.022], [-3.021, 0.580, 7.211], [-2.405, 0.224, 5.555], [-0.631, 0.420, 5.856], [0.168, -0.026, 4.635], [-0.137, 0.896, 3.461], [0.562, 0.622, 2.120], [2.201, 0.769, 2.245], [2.481, 2.165, 3.319], [3.098, 2.041, 4.560], [3.308, 3.174, 5.338], [2.911, 4.419, 4.875], [2.292, 4.544, 3.635], [2.075, 3.423, 2.855], [3.135, -0.619, 2.819], [4.510, -0.434, 2.988], [5.290, -1.495, 3.416], [4.702, -2.725, 3.678], [3.335, -2.907, 3.509], [2.548, -1.858, 3.073], [-0.465, -0.022, 0.830], [-1.049, -1.659, 1.348], [-0.692, -2.808, 0.636], [-1.128, -4.055, 1.062], [-1.922, -4.168, 2.193], [-2.305, -3.029, 2.892], [-1.884, -1.783, 2.464], [-1.932, 1.045, 1.015], [-3.161, 0.574, 0.549], [-4.261, 1.423, 0.504], [-4.145, 2.742, 0.914], [-2.918, 3.223, 1.362], [-1.821, 2.382, 1.406], [-4.108, 0.559, 7.161], [-2.706, 1.569, 7.537], [-2.684, -0.174, 7.920], [-0.354, -0.181, 6.722], [-0.418, 1.467, 6.088], [-0.080, -1.058, 4.382], [1.226, -0.001, 4.897], [0.080, 1.926, 3.741], [-1.197, 0.862, 3.249], [3.407, 1.072, 4.931], [3.782, 3.079, 6.306], [3.083, 5.299, 5.482], [1.980, 5.517, 3.279], [1.581, 3.522, 1.893], [4.973, 0.525, 2.787], [6.356, -1.360, 3.546], [5.316, -3.552, 4.014], [2.886, -3.872, 3.702], [1.492, -2.009, 2.901], [-0.063, -2.746, -0.236], [-0.830, -4.940, 0.514], [-2.253, -5.143, 2.527], [-2.931, -3.106, 3.772], [-2.219, -0.912, 3.011], [-3.265, -0.450, 0.213], [-5.213, 1.044, 0.154], [-5.007, 3.396, 0.892], [-2.820, 4.254, 1.678], [-0.866, 2.775, 1.736], [-1.728, 4.104, -1.738], [-1.372, 3.085, -1.450], [2.080, 3.165, -3.295], [3.700, 2.685, -2.416], [4.832, 2.888, -3.179], [6.081, 2.547, -2.674], [6.202, 1.994, -1.412], [5.069, 1.785, -0.651], [3.799, 2.132, -1.121], [2.645, 1.872, -0.241], [1.499, 2.209, -0.424], [2.996, 1.196, 0.891], [4.738, 3.309, -4.170], [6.960, 2.716, -3.281], [7.172, 1.716, -1.026], [5.160, 1.330, 0.323], [-1.949, -0.533, -2.353], [-2.200, -1.061, -3.766], [-2.013, -2.828, -3.864], [-2.128, -3.571, -2.691], [-2.032, -4.955, -2.742], [-1.819, -5.593, -3.955], [-1.703, -4.854, -5.126], [-1.799, -3.473, -5.085], [-0.983, -0.323, -4.858], [-1.244, 0.925, -5.432], [-0.237, 1.599, -6.110], [1.031, 1.038, -6.207], [1.300, -0.197, -5.629], [0.296, -0.883, -4.962], [-3.825, -0.565, -4.297], [-4.595, 0.210, -3.432], [-5.868, 0.611, -3.816], [-6.366, 0.240, -5.056], [-5.598, -0.533, -5.921], [-4.328, -0.938, -5.544], [-2.304, -3.067, -1.749], [-2.127, -5.538, -1.835], [-1.741, -6.672, -3.991], [-1.533, -5.354, -6.070], [-1.685, -2.903, -6.000], [-2.236, 1.358, -5.364], [-0.443, 2.557, -6.570], [1.812, 1.564, -6.741], [2.288, -0.631, -5.706], [0.511, -1.845, -4.510], [-4.196, 0.490, -2.464], [-6.471, 1.212, -3.148], [-7.359, 0.551, -5.353], [-5.991, -0.821, -6.888], [-3.736, -1.540, -6.224]],
  "lowdin_charge": [1.376, -0.287, 0.697, -0.269, -0.420, -0.517, -0.393, 0.829, -0.473, -0.257, -0.242, -0.288, 0.964, -0.280, -0.061, -0.041, -0.039, -0.045, -0.069, -0.291, -0.071, -0.041, -0.033, -0.037, -0.066, 1.023, -0.346, -0.093, -0.060, -0.047, -0.048, -0.104, -0.393, -0.089, -0.057, -0.053, -0.071, -0.138, 0.037, 0.042, 0.042, 0.091, 0.090, 0.100, 0.094, 0.111, 0.049, 0.112, 0.119, 0.120, 0.118, 0.106, 0.116, 0.119, 0.120, 0.119, 0.099, 0.087, 0.112, 0.117, 0.116, 0.060, 0.110, 0.114, 0.117, 0.119, 0.100, 0.149, -0.039, 0.840, -0.538, -0.111, -0.027, -0.031, 0.006, -0.148, -0.464, -0.109, -0.110, 0.105, 0.124, 0.122, 0.117, -0.525, 0.798, -0.282, -0.063, -0.057, -0.048, -0.051, -0.077, -0.338, -0.074, -0.064, -0.073, -0.053, -0.104, -0.287, -0.066, -0.059, -0.052, -0.053, -0.061, 0.094, 0.106, 0.117, 0.116, 0.111, 0.117, 0.118, 0.117, 0.123, 0.120, 0.087, 0.110, 0.116, 0.116, 0.110]
}

=====

{
  "formula": "C6H14N2O",
  "method": "ωB97M-V/def2-TZVPD",
  "charge": 0,
  "multiplicity": 1,
  "smiles": "[H]/N=C(/C)N=C.CC(C)O",
  "symbols": ["H", "N", "C", "C", "N", "C", "H", "H", "H", "H", "H", "C", "C", "C", "O", "H", "H", "H", "H", "H", "H", "H", "H"],
  "xyz": [[1.423, -1.915, 1.440], [1.338, -1.860, 0.428], [1.819, -0.809, -0.086], [1.802, -0.635, -1.578], [2.540, 0.137, 0.590], [2.210, 1.175, 1.202], [1.213, -1.435, -2.014], [1.378, 0.332, -1.844], [2.818, -0.684, -1.956], [2.985, 1.737, 1.708], [1.194, 1.568, 1.265], [-1.880, 0.941, -1.099], [-1.305, 0.399, 0.204], [-1.929, -0.936, 0.589], [-1.490, 1.381, 1.216], [-1.655, 0.261, -1.916], [-1.449, 1.915, -1.313], [-2.958, 1.055, -1.012], [-0.225, 0.244, 0.070], [-1.752, -1.665, -0.201], [-3.002, -0.825, 0.741], [-1.480, -1.315, 1.504], [-1.597, 0.935, 2.061]],
  "nbo_charge": [0.337, -0.686, 0.419, -0.668, -0.428, -0.010, 0.238, 0.218, 0.234, 0.171, 0.171, -0.621, 0.100, -0.636, -0.734, 0.209, 0.214, 0.209, 0.152, 0.229, 0.206, 0.206, 0.468]
}

=====

{
  "formula": "C4H20NO10",
  "method": "ωB97M-V/def2-TZVPD",
  "charge": 0,
  "multiplicity": 2,
  "symbols": ["C", "N", "C", "C", "C", "O", "O", "O", "H", "H", "H", "H", "H", "H", "H", "H", "O", "H", "H", "O", "H", "H", "O", "H", "H", "O", "H", "H", "O", "H", "H", "O", "H", "H", "O"],
  "xyz": [[-0.899, 0.529, -1.090], [-0.056, 1.199, -0.220], [0.610, 2.376, -0.737], [-0.021, 0.906, 1.214], [-1.504, 0.625, 1.802], [-1.943, -0.475, 1.413], [-1.986, 1.417, 2.595], [-0.932, 0.661, -2.342], [-1.561, -0.174, -0.634], [1.497, 2.377, -0.111], [0.765, 2.449, -1.817], [-0.013, 3.309, -0.587], [0.622, 0.027, 1.430], [0.264, 1.796, 1.697], [-0.511, -1.796, -3.881], [-0.689, -2.757, -2.987], [-0.531, -2.686, -3.880], [-1.258, 3.608, 2.000], [-0.838, 3.052, 3.317], [-0.657, 3.863, 2.679], [1.498, 0.661, -2.788], [1.497, -0.841, -2.852], [2.138, -0.082, -2.728], [1.435, -1.336, 1.945], [0.557, -2.397, 2.291], [1.176, -1.727, 2.714], [0.035, -2.022, -0.769], [1.538, -1.985, -0.885], [0.756, -2.023, -1.373], [2.616, -0.421, -0.668], [3.325, 0.399, 0.351], [3.329, -0.438, -0.018], [-1.722, -3.153, 0.885], [-1.307, -1.898, 0.944], [-0.910, -2.749, 0.630]],
  "mulliken_spin": [-0.033, 0.242, -0.014, 0.119, 0.018, 0.230, 0.253, 0.125, 0.001, 0.002, 0.015, 0.023, 0.003, 0.019, 0.000, 0.000, 0.000, 0.000, 0.000, 0.002, 0.000, 0.000, 0.000, -0.005, 0.000, 0.004, 0.000, 0.000, -0.001, 0.001, 0.000, 0.000, 0.001, -0.005, 0.000]
}

=====

Q: Which calculated total energy values were calculated for the entries above? A: -201145.7211 -11475.6743 -26433.9421, in eV.
Q: Which relative energy (zero: lowest compared OMol25 entry of this formula, charge and spin) values were calculated for the entries above? A: 0.0 48.3 35.0, in kcal/mol.